Entry from the OMol25 dataset: a molecular structure, C12H16N6Se4TeW at a distorted geometry (wB97M-V/def2-TZVPD).

The value obtained for the total energy is -292130.21515 eV. Its total charge is +2. Its spin multiplicity is 3. The expectation value of S² is 2.17. For the orbital gap (alpha / beta), the calculation gives 6.498 / 4.907 eV.

Geometry (Å):
W (-0.846, 1.106, 1.009)
Se (1.457, 1.692, 0.628)
Se (-2.548, 2.794, 0.960)
Te (-1.326, 2.550, -1.304)
Se (-1.527, -1.052, 0.656)
C (1.373, 0.420, -2.858)
N (1.930, -0.296, -4.010)
C (0.824, -0.766, -4.885)
N (-0.120, -1.629, -4.153)
C (-0.665, -0.855, -3.024)
N (0.428, -0.449, -2.162)
C (1.134, -1.607, -1.627)
N (1.721, -2.375, -2.730)
C (2.653, -1.494, -3.522)
C (0.621, -2.820, -3.635)
H (0.846, 1.335, -3.201)
H (2.156, 0.709, -2.160)
H (1.257, -1.386, -5.670)
H (0.311, 0.093, -5.387)
H (-1.393, -1.401, -2.422)
H (-1.197, 0.035, -3.433)
H (0.451, -2.231, -1.060)
H (1.934, -1.222, -0.991)
H (2.948, -2.059, -4.404)
H (3.563, -1.271, -2.943)
H (-0.102, -3.506, -3.161)
H (1.047, -3.345, -4.482)
Se (0.857, -0.222, 3.309)
N (-0.629, 0.935, 3.068)
C (-1.158, 1.373, 4.223)
C (-2.330, 2.099, 4.477)
C (-2.652, 2.375, 5.798)
C (-1.890, 1.886, 6.880)
C (-0.706, 1.165, 6.721)
C (-0.325, 0.879, 5.369)
N (0.764, 0.181, 5.078)
H (-2.929, 2.485, 3.639)
H (-3.546, 2.997, 6.013)
H (-2.293, 2.070, 7.868)
H (-0.094, 0.806, 7.530)